6
Properties=species:S:1:pos:R:3:lowdin_charge:R:1 method="wB97M-V/def2-TZVPD" relative_energy_ev=2.3880 homo_lumo_gap_ev="6.148 / 6.731" e_lumo_ev="0.664 / -3.043" s_squared=2.011 energy_ev=-21204.793 spin_multiplicity=3
C 0.37 -0.49 -0.35 -0.7465
P -0.87 1.11 -0.06 0.3884
S -1.32 -0.98 0.14 0.4221
H 0.69 -0.63 -1.37 -0.0029
H 1.17 -0.51 0.45 0.0308
H -0.04 1.50 1.19 -0.0919

***

91
Properties=species:S:1:pos:R:3:lowdin_charge:R:1 method="wB97M-V/def2-TZVPD" total_charge=+1 relative_energy_ev=0.5277 homo_lumo_gap_ev=8.388 e_lumo_ev=-3.277 energy_ev=-142921.538 spin_multiplicity=1
Ti 0.95 -0.74 0.54 0.9141
C -1.01 -4.39 -0.29 -0.1507
Si -0.37 -3.07 -1.46 0.4182
C 1.41 -3.41 -1.91 -0.1617
C -1.38 -3.12 -3.03 -0.1746
N -0.40 -1.43 -0.73 -0.3101
P -1.62 -0.64 0.06 0.7500
C -0.67 0.43 1.03 -0.3828
P 0.15 1.69 0.16 0.7465
N 1.58 0.94 -0.18 -0.3256
Si 3.12 1.83 -0.53 0.4319
C 2.76 3.51 -1.27 -0.1490
C 4.05 0.85 -1.80 -0.1599
C 4.06 2.10 1.06 -0.1493
C 0.41 3.11 1.23 -0.2910
C 0.25 4.42 0.81 -0.0888
C 0.50 5.47 1.69 -0.0588
C 0.94 5.21 2.98 -0.0575
C 1.11 3.89 3.40 -0.0584
C 0.83 2.85 2.54 -0.0782
C -0.59 2.28 -1.36 -0.3118
C -0.03 1.92 -2.58 -0.0976
C -0.57 2.40 -3.77 -0.0601
C -1.67 3.25 -3.72 -0.0583
C -2.25 3.60 -2.51 -0.0561
C -1.71 3.11 -1.33 -0.0908
C -2.57 -1.74 1.12 -0.3094
C -2.27 -1.85 2.47 -0.0819
C -2.95 -2.77 3.25 -0.0543
C -3.92 -3.58 2.69 -0.0539
C -4.24 -3.46 1.34 -0.0586
C -3.57 -2.54 0.56 -0.0891
C -2.85 0.00 -1.08 -0.3095
C -4.01 0.56 -0.53 -0.0776
C -5.01 1.03 -1.36 -0.0594
C -4.87 0.92 -2.74 -0.0608
C -3.72 0.37 -3.29 -0.0597
C -2.70 -0.08 -2.45 -0.0917
H -0.29 -5.21 -0.26 0.0447
H -1.95 -4.80 -0.67 0.0397
H -1.19 -4.06 0.73 0.0134
H 1.42 -4.14 -2.72 0.0451
H 1.99 -3.83 -1.10 0.0282
H 1.93 -2.52 -2.28 0.0332
H -1.30 -4.14 -3.41 0.0444
H -0.99 -2.46 -3.80 0.0357
H -2.44 -2.91 -2.89 0.0265
H 1.92 3.54 -1.96 0.0236
H 3.65 3.79 -1.85 0.0478
H 2.61 4.27 -0.51 0.0260
H 3.59 0.97 -2.78 0.0366
H 4.12 -0.22 -1.58 0.0089
H 5.07 1.24 -1.87 0.0446
H 3.80 1.41 1.86 0.0125
H 3.86 3.11 1.43 0.0358
H 5.14 2.03 0.89 0.0377
H -0.06 4.64 -0.20 0.1026
H 0.37 6.49 1.36 0.1128
H 1.14 6.02 3.66 0.1122
H 1.44 3.68 4.41 0.1122
H 0.95 1.82 2.88 0.1047
H 0.83 1.25 -2.62 0.1027
H -0.14 2.13 -4.71 0.1139
H -2.09 3.63 -4.65 0.1139
H -3.11 4.24 -2.48 0.1155
H -2.16 3.39 -0.38 0.1228
H -1.52 -1.20 2.91 0.0852
H -2.72 -2.86 4.31 0.1120
H -4.44 -4.30 3.30 0.1129
H -5.01 -4.08 0.90 0.1136
H -3.82 -2.44 -0.49 0.1150
H -4.13 0.62 0.55 0.1205
H -5.91 1.46 -0.94 0.1116
H -5.66 1.27 -3.39 0.1120
H -3.61 0.30 -4.36 0.1153
H -1.79 -0.49 -2.88 0.0870
F 5.35 -1.18 3.02 0.1836
C 5.22 -1.57 1.76 -0.6682
F 5.70 -0.63 0.95 0.1692
F 5.86 -2.70 1.56 0.1910
S 3.41 -1.78 1.39 0.6684
O 2.64 -0.71 2.06 -0.3593
O 3.20 -1.67 -0.05 -0.3097
N 3.12 -3.20 1.99 -0.2569
S 1.60 -3.42 2.36 0.7077
O 0.77 -2.54 1.48 -0.4331
O 1.22 -4.78 2.43 -0.1945
C 1.35 -2.71 4.10 -0.6610
F 2.53 -2.46 4.65 0.1696
F 0.71 -3.61 4.81 0.1761
F 0.64 -1.60 4.05 0.1503

***

27
Properties=species:S:1:pos:R:3:lowdin_charge:R:1 method="wB97M-V/def2-TZVPD" total_charge=+2 homo_lumo_gap_ev="7.583 / 5.836" e_lumo_ev="-8.062 / -11.881" s_squared=6.038 energy_ev=-33717.940 spin_multiplicity=5
Cl 0.13 2.68 -1.03 0.4544
C -1.88 -0.69 -1.57 -0.0630
C -1.04 -1.83 -1.32 -0.0606
C 0.24 -1.58 -1.94 -0.0568
H -1.33 -2.74 -0.79 0.1433
C 0.18 -0.29 -2.60 -0.4199
C -1.14 0.26 -2.37 -0.1702
H -1.48 1.23 -2.73 0.1187
H -2.93 -0.57 -1.26 0.1449
H 1.08 -2.28 -2.01 0.1524
C 1.25 0.34 -3.44 -0.0127
Ru 0.04 0.19 -0.54 1.1698
C 1.77 0.55 0.08 -0.2287
O 2.81 0.85 0.51 0.1941
C -0.93 1.00 1.23 -0.2263
O -1.51 1.70 1.96 0.1637
H 2.23 0.07 -3.03 0.1009
H 1.12 1.42 -3.40 0.0700
H 1.20 0.00 -4.48 0.1240
N -0.83 -0.84 3.79 0.2698
C 0.04 -0.06 3.19 -0.6101
N 0.81 0.85 3.78 0.2741
O 0.12 -0.22 1.95 -0.1128
H -0.83 -0.88 4.79 0.1434
H -1.39 -1.45 3.22 0.1477
H 1.41 1.44 3.22 0.1411
H 0.85 0.85 4.78 0.1490

***

13
Properties=species:S:1:pos:R:3:lowdin_charge:R:1 method="wB97M-V/def2-TZVPD" relative_energy_ev=2.0520 homo_lumo_gap_ev=11.048 e_lumo_ev=0.999 energy_ev=-7333.999 spin_multiplicity=1 smiles=COCCO
C -0.47 -2.18 -0.10 -0.1133
O 0.28 -0.95 -0.09 -0.1935
C -0.73 0.08 0.21 -0.2195
C -0.11 1.33 -0.32 -0.3113
O 1.01 1.78 0.31 -0.0428
H -1.52 -2.03 0.33 0.0984
H 0.12 -2.87 0.60 0.1002
H -0.49 -2.76 -1.02 0.0719
H -1.61 -0.14 -0.36 0.1072
H -1.00 0.15 1.21 0.1104
H -0.96 2.01 -0.37 0.1203
H 0.13 1.04 -1.41 0.1443
H 1.60 0.97 0.46 0.1278

***

102
Properties=species:S:1:pos:R:3:lowdin_charge:R:1 method="wB97M-V/def2-TZVPD" total_charge=-2 relative_energy_ev=0.9324 homo_lumo_gap_ev="3.790 / 4.402" e_lumo_ev="3.878 / 3.877" s_squared=8.768 energy_ev=-228960.475 spin_multiplicity=6
Mn -0.07 0.37 0.77 0.4381
C -1.56 -3.53 0.34 -0.0212
C -0.23 -2.95 0.81 -0.5246
C 0.86 -4.01 0.88 -0.0144
O 0.17 -1.87 -0.03 -0.1276
C -0.38 -2.33 2.22 -0.6130
O -0.99 -2.99 3.09 -0.0378
O 0.16 -1.18 2.37 -0.0710
H -1.41 -4.17 -0.54 0.0805
H -2.22 -2.70 0.05 0.0665
H -2.01 -4.11 1.14 0.0770
H 1.05 -4.43 -0.12 0.0834
H 0.57 -4.81 1.56 0.0858
H 1.80 -3.56 1.23 0.0925
H 0.33 -2.17 -0.93 0.0745
O -2.04 -0.25 -0.91 -0.4978
As -2.45 1.09 -1.79 1.1500
C -4.07 0.69 -2.77 -0.2993
C -4.68 1.68 -3.53 -0.1043
C -5.80 1.37 -4.31 -0.0948
C -6.29 0.07 -4.33 -0.1147
C -5.67 -0.91 -3.59 -0.0953
C -4.56 -0.60 -2.81 -0.0839
C -2.92 2.63 -0.72 -0.2889
C -4.25 2.84 -0.35 -0.1056
C -4.57 3.81 0.59 -0.1112
C -3.56 4.56 1.18 -0.1053
C -2.23 4.34 0.82 -0.0749
C -1.90 3.38 -0.13 -0.1179
C -1.33 1.68 -3.23 -0.3926
C -0.76 0.71 -4.05 -0.1279
C 0.00 1.09 -5.15 -0.0940
C 0.18 2.45 -5.43 -0.1063
C -0.43 3.41 -4.63 -0.0989
C -1.19 3.03 -3.54 -0.1295
H -4.28 2.68 -3.52 0.1052
H -6.28 2.14 -4.90 0.0941
H -7.15 -0.17 -4.94 0.0916
H -6.04 -1.93 -3.62 0.0954
H -4.05 -1.36 -2.22 0.0976
H -5.03 2.23 -0.79 0.0929
H -5.60 3.97 0.87 0.0921
H -3.80 5.31 1.93 0.0930
H -1.44 4.91 1.30 0.1039
H -0.86 3.17 -0.38 0.0111
H -0.85 -0.34 -3.79 0.1084
H 0.48 0.34 -5.77 0.0963
H 0.81 2.75 -6.26 0.0877
H -0.28 4.46 -4.85 0.0924
H -1.64 3.78 -2.89 0.0942
O -1.97 0.81 1.76 0.0032
C -2.39 0.13 2.66 -0.4862
C -3.44 -0.93 2.44 -0.0818
C -4.65 -0.61 3.34 -0.1723
C -4.89 0.91 3.55 -0.1871
C -4.12 1.52 4.74 -0.1898
C -2.62 1.67 4.46 -0.1738
N -2.07 0.40 3.97 0.0913
H -3.01 -1.91 2.67 0.1072
H -3.70 -0.91 1.38 0.1162
H -4.53 -1.09 4.31 0.1029
H -5.54 -1.05 2.88 0.0998
H -5.96 1.08 3.71 0.0980
H -4.62 1.45 2.64 0.1063
H -4.26 0.89 5.62 0.1030
H -4.54 2.51 4.98 0.1011
H -2.08 1.98 5.35 0.1109
H -2.44 2.42 3.69 0.1138
H -2.27 -0.39 4.57 0.1358
Se 0.99 1.38 -1.03 0.1225
C 0.83 1.82 2.54 -0.1613
C 2.16 2.23 2.37 -0.3550
C 2.52 3.47 1.74 -0.0863
C 3.83 3.84 1.55 -0.0778
C 4.90 3.03 2.01 -0.2937
C 4.57 1.80 2.63 -0.0963
C 3.26 1.42 2.80 -0.0659
C 6.26 3.47 1.89 -0.2627
N 7.36 3.82 1.81 0.0614
H 0.09 2.61 2.53 0.0314
H 0.67 1.08 3.32 0.0335
H 1.73 4.10 1.36 0.0890
H 4.06 4.77 1.04 0.0984
H 5.38 1.17 2.98 0.0956
H 3.04 0.46 3.26 0.1028
C 3.76 -0.07 -2.31 -0.3028
S 2.97 -1.37 -1.36 0.8323
O 2.39 -2.34 -2.36 -0.5532
C 4.54 -2.11 -0.84 -0.3825
C 5.22 -1.56 0.24 -0.0710
C 6.41 -2.15 0.67 -0.0884
C 6.89 -3.29 0.04 -0.1144
C 6.19 -3.84 -1.03 -0.1023
C 5.01 -3.25 -1.48 -0.0852
H 4.54 -0.50 -2.95 0.0546
H 4.17 0.66 -1.60 0.0513
H 2.96 0.41 -2.87 -0.0112
H 4.83 -0.67 0.73 0.1098
H 6.95 -1.72 1.50 0.0989
H 7.81 -3.76 0.38 0.0885
H 6.57 -4.74 -1.52 0.0905
H 4.44 -3.65 -2.31 0.0997

***

10
Properties=species:S:1:pos:R:3:lowdin_charge:R:1 method="wB97M-V/def2-TZVPD" relative_energy_ev=4.7953 homo_lumo_gap_ev=9.054 e_lumo_ev=0.563 energy_ev=-8094.519 spin_multiplicity=1
C 0.70 -1.49 0.54 -0.0946
N 0.07 -0.19 0.27 -0.2499
N -0.50 0.83 0.85 0.1365
C -0.80 1.62 -0.19 -0.1793
N -0.44 1.12 -1.38 0.0943
N 0.10 -0.02 -1.03 -0.0211
H 1.57 -1.31 1.18 0.0119
H 0.62 -1.02 -1.22 0.1853
H -0.02 -2.12 1.06 0.0117
H -1.29 2.58 -0.09 0.1052